Below is the molecule C23H27ClN4O, with properties calculated with ωB97M-V/def2-TZVPD.

```
! wB97M-V def2-TZVPD RIJCOSX def2/J DEFGRID3
* xyz 0 1
C 1.5905 0.2376 -0.2757
H 1.8416 3.8917 4.1804
C -2.5378 -0.0865 -3.2167
C 3.1428 -1.2429 -2.0383
C 2.1342 2.9915 3.6385
C -0.9001 -0.8812 2.8031
C 1.5868 1.3973 1.8200
C -1.2530 -3.2460 2.5400
H 0.1667 2.5748 2.9454
H -4.0752 -1.4651 -3.6203
C -0.5726 0.7131 0.8958
H 0.8283 4.7834 2.0094
H 3.0971 -2.7962 -0.5658
H -4.5581 0.0361 -2.6492
C -1.1450 -3.2186 -0.9941
H -0.2935 0.6675 -1.6956
H -0.6326 -1.0663 -3.1712
C -2.1493 1.2220 -2.5691
H -0.9842 -0.2395 -4.6917
H -1.1724 -3.5801 -2.0095
C 2.0009 0.7812 -1.4886
O -2.7448 1.2933 0.1587
C -1.2943 -3.9577 0.1453
H 1.6996 1.7937 -1.7284
H -0.8181 -0.0315 3.4700
H 0.3787 3.6646 0.7142
Cl 4.0988 -2.1790 -3.1504
H -1.7814 -1.7746 -4.3138
C -1.6057 1.0362 -0.1976
H -0.8810 1.3999 1.6822
C -3.7881 -0.5254 -3.1631
H 3.0768 0.4651 -3.3271
N -0.9535 -1.8971 -0.7128
C -0.8213 -0.6795 1.4595
C 2.0113 -1.0479 0.0559
H -1.1704 -2.3220 4.4253
N 0.8262 1.0517 0.6201
H -1.4676 -5.0055 0.3155
C 2.7675 0.0448 -2.3803
H 2.0797 3.9984 1.0387
H 3.1435 3.1488 3.2495
H -1.6806 1.8726 -3.3143
H -3.0196 1.7301 -2.1616
N -1.1872 -3.0574 1.1818
C 1.1017 3.8540 1.5071
H 1.7343 -1.4689 1.0142
H 2.6249 1.5155 1.4964
H 2.1750 2.1661 4.3521
C 1.1601 2.7002 2.5001
C -0.9795 -1.8128 0.6042
C 2.7808 -1.7941 -0.8200
H -1.4232 -4.2567 2.8802
N -1.2040 1.0346 -1.4803
H 1.5831 0.5842 2.5648
C -1.4257 -0.8366 -3.8886
C -1.1114 -2.1806 3.3561
*
```

* energy relative to the best compared isomer or geometry (same formula, charge and spin): 0.778 eV
* HOMO level: -8.3 eV

***

Below is a structure of composition C23H27InN5O5S2Sb, with properties calculated with ωB97M-V/def2-TZVPD.

```
! wB97M-V def2-TZVPD RIJCOSX def2/J DEFGRID3
* xyz 0 1
O 1.6741 0.0919 1.2851
C -2.8134 -0.9300 -1.6724
N -0.2744 -4.1012 1.8099
H -5.8430 -2.4025 -1.8665
C -0.8745 4.0070 -2.2097
Sb 1.4871 -1.5567 -1.4497
H -2.2178 -0.1191 -2.0716
H 1.4968 -3.7778 -3.0486
C 0.4218 -3.4852 2.7272
C -1.6202 1.3123 0.9172
H -1.6904 4.7251 -2.2673
N -1.1633 3.0540 -1.1379
H -0.7975 3.4651 -3.1459
In -0.2498 -1.0149 0.7645
H -2.0936 4.5154 -0.0109
C 1.6866 4.8287 0.4913
O -0.2521 1.3269 -2.3193
C 2.0161 3.5310 0.0965
S 0.3430 -1.8112 3.1159
H 0.6716 -4.1324 -1.5159
N -0.9363 0.9302 -0.1832
H 2.7692 2.3882 -1.1829
N -1.0065 -3.2247 1.0489
H -4.6901 -3.9118 -0.2411
C -4.8194 -2.2142 -1.5697
C 1.9976 1.0446 0.5097
C 2.2077 -0.6611 -3.1998
C -2.1350 -3.6242 0.6323
H 3.8831 -1.5521 -0.2458
H 2.7410 -1.4321 -3.7545
H -0.1845 -3.2603 -2.7996
H 2.7813 -2.7408 4.3557
H 2.9641 -2.9829 0.2572
C -2.8839 -2.7639 -0.3049
H 0.2776 4.1506 3.5073
H 0.0674 4.5187 -2.0192
H -2.5312 -4.5893 0.9351
H 3.7773 -2.9757 -1.3274
C 2.2444 -3.5590 4.8280
C 1.0687 5.0429 1.7105
H -4.5593 -0.4783 -2.8240
C 3.2498 -2.3651 -0.5950
O 2.6122 3.3665 -1.0980
H 1.9434 5.6498 -0.1660
H -2.6247 2.9988 1.8960
C 0.7618 3.9777 2.5557
S 1.4450 -4.6065 3.6058
O -1.7450 0.4093 1.7928
C -2.1022 2.6558 1.0185
C 1.7087 2.4476 0.9356
C 0.7834 -3.3984 -2.3159
H 0.8540 1.8411 2.7848
O 2.5901 0.8535 -0.5792
H 1.3708 -0.2722 -3.7745
H 2.8703 0.1525 -2.9186
C 1.0829 2.6931 2.1568
C -4.1169 -1.1424 -2.0947
C -4.1887 -3.0515 -0.6642
C -1.8091 3.4713 -0.0112
C -0.7264 1.7315 -1.2701
H 0.8271 6.0556 2.0110
H 2.9490 -4.2158 5.3374
N -2.2095 -1.7169 -0.7831
H 1.5336 -3.1667 5.5514
*
```

* energy relative to the best compared isomer or geometry (same formula, charge and spin): 0.000 eV
* HOMO level: -8.1 eV

***

Copy entry 2 word for word.
Below is a structure of composition C23H27InN5O5S2Sb, with properties calculated with ωB97M-V/def2-TZVPD.

```
! wB97M-V def2-TZVPD RIJCOSX def2/J DEFGRID3
* xyz 0 1
O 1.6741 0.0919 1.2851
C -2.8134 -0.9300 -1.6724
N -0.2744 -4.1012 1.8099
H -5.8430 -2.4025 -1.8665
C -0.8745 4.0070 -2.2097
Sb 1.4871 -1.5567 -1.4497
H -2.2178 -0.1191 -2.0716
H 1.4968 -3.7778 -3.0486
C 0.4218 -3.4852 2.7272
C -1.6202 1.3123 0.9172
H -1.6904 4.7251 -2.2673
N -1.1633 3.0540 -1.1379
H -0.7975 3.4651 -3.1459
In -0.2498 -1.0149 0.7645
H -2.0936 4.5154 -0.0109
C 1.6866 4.8287 0.4913
O -0.2521 1.3269 -2.3193
C 2.0161 3.5310 0.0965
S 0.3430 -1.8112 3.1159
H 0.6716 -4.1324 -1.5159
N -0.9363 0.9302 -0.1832
H 2.7692 2.3882 -1.1829
N -1.0065 -3.2247 1.0489
H -4.6901 -3.9118 -0.2411
C -4.8194 -2.2142 -1.5697
C 1.9976 1.0446 0.5097
C 2.2077 -0.6611 -3.1998
C -2.1350 -3.6242 0.6323
H 3.8831 -1.5521 -0.2458
H 2.7410 -1.4321 -3.7545
H -0.1845 -3.2603 -2.7996
H 2.7813 -2.7408 4.3557
H 2.9641 -2.9829 0.2572
C -2.8839 -2.7639 -0.3049
H 0.2776 4.1506 3.5073
H 0.0674 4.5187 -2.0192
H -2.5312 -4.5893 0.9351
H 3.7773 -2.9757 -1.3274
C 2.2444 -3.5590 4.8280
C 1.0687 5.0429 1.7105
H -4.5593 -0.4783 -2.8240
C 3.2498 -2.3651 -0.5950
O 2.6122 3.3665 -1.0980
H 1.9434 5.6498 -0.1660
H -2.6247 2.9988 1.8960
C 0.7618 3.9777 2.5557
S 1.4450 -4.6065 3.6058
O -1.7450 0.4093 1.7928
C -2.1022 2.6558 1.0185
C 1.7087 2.4476 0.9356
C 0.7834 -3.3984 -2.3159
H 0.8540 1.8411 2.7848
O 2.5901 0.8535 -0.5792
H 1.3708 -0.2722 -3.7745
H 2.8703 0.1525 -2.9186
C 1.0829 2.6931 2.1568
C -4.1169 -1.1424 -2.0947
C -4.1887 -3.0515 -0.6642
C -1.8091 3.4713 -0.0112
C -0.7264 1.7315 -1.2701
H 0.8271 6.0556 2.0110
H 2.9490 -4.2158 5.3374
N -2.2095 -1.7169 -0.7831
H 1.5336 -3.1667 5.5514
*
```

* energy relative to the best compared isomer or geometry (same formula, charge and spin): 0.000 eV
* HOMO level: -8.1 eV